This record from the OMol25 dataset describes CH5N3S in the gas phase at a distorted geometry. The level of theory is ωB97M-V with the def2-TZVPD basis set.

The frontier orbital gap comes out at 9.10 eV. As for the strongest force on any atom: 3.32 eV/Å. The HOMO energy comes out at -0.3004 Eh. Its total energy is -16421.5159 eV. As for the SMILES: N/N=C/NS. The calculation puts the energy above the lowest of the compared OMol25 structures with the same formula, charge and spin at 174.12 kJ/mol.

The geometry in ORCA input format:
```
! wB97M-V def2-TZVPD RIJCOSX def2/J DEFGRID3
* xyz 0 1
C 0.04540 0.50383 -0.09925
H -2.43108 0.31804 -0.41760
H -2.44549 -1.42386 -0.28053
H -0.50342 1.53506 0.00680
H 1.91015 1.42438 0.35744
H 2.09523 -1.34362 0.90146
N -1.99147 -0.49139 -0.08405
N -0.61338 -0.57751 -0.05641
N 1.46250 0.65396 -0.14154
S 2.47155 -0.59889 -0.18632
*
```